Record 1
The following is a quantum chemistry calculation of a cluster of 11 separate species, C4H32N3O10 in total in a non-equilibrium geometry, from the OMol25 dataset.

XYZ file:
```
49
Properties=species:S:1:pos:R:3:forces:R:3:nbo_charge:R:1
O -0.387 -4.195 1.283 -3.02 1.52 0.97 -0.934
H -3.448 2.331 2.163 -0.55 -0.45 0.36 0.391
H -0.118 -2.151 -1.047 0.86 1.47 0.06 0.457
H 1.000 -3.537 -3.212 -2.45 -2.46 -1.73 0.498
H 3.009 1.210 2.224 -1.09 0.75 -1.23 0.462
O -2.368 -1.149 -2.719 -6.16 1.04 5.36 -0.962
H 0.010 0.156 -1.661 -5.14 -3.60 -0.21 0.464
H 1.677 -2.010 -1.115 0.51 0.32 0.60 0.508
C -1.512 1.627 2.163 0.48 3.17 -3.37 0.311
O 1.762 -1.644 -0.196 -1.23 -2.58 1.11 -0.992
H -3.357 -0.978 -2.937 3.01 -0.59 -0.04 0.499
O -0.877 -1.250 1.507 0.39 -0.17 0.54 -0.948
H 1.356 -0.567 4.110 -0.49 -0.07 3.56 0.478
N -2.660 2.193 1.562 1.01 -0.33 1.04 -0.801
H 2.529 -3.314 -3.061 2.81 -1.49 -1.14 0.486
H -2.599 2.730 -2.801 -0.23 0.42 -0.55 0.476
H -1.835 -1.205 -3.408 3.16 -0.22 -5.49 0.467
H -0.918 -4.523 -2.337 0.16 0.22 1.23 0.483
H 0.662 -1.005 2.833 -0.26 0.02 0.42 0.493
H 0.449 -4.516 1.227 4.13 -1.32 -0.27 0.461
C -0.064 3.115 0.900 -1.26 0.98 -3.86 -0.267
H 1.398 -2.451 0.358 1.28 2.27 -1.63 0.480
H -2.314 1.532 -1.934 0.12 1.25 0.18 0.478
H 3.350 3.731 0.960 1.45 -1.16 1.81 0.282
O -2.224 2.522 -1.951 0.19 -1.75 0.39 -0.953
N -0.342 2.056 1.766 -0.52 -3.06 1.93 -0.577
H 0.461 1.558 -1.995 -0.60 0.23 -0.33 0.482
O 0.693 0.700 -1.657 5.67 3.49 0.58 -0.944
H -1.733 -3.496 -3.118 -0.53 1.06 0.62 0.477
O -0.730 -2.792 -0.778 -0.85 -1.92 -4.39 -0.975
H 2.761 2.929 -0.337 0.01 -1.45 1.58 0.233
H 1.294 4.658 0.412 0.66 -2.04 0.27 0.244
O 1.442 -0.584 3.210 0.77 0.16 -3.82 -0.974
H -1.691 0.766 2.765 0.40 -0.31 0.70 0.208
H 1.238 4.167 1.982 1.22 -0.69 0.14 0.214
H -0.897 -4.987 1.269 -1.01 -0.80 0.05 0.481
H -0.079 2.911 -0.226 -0.86 -0.97 1.18 0.211
H -1.439 -0.602 1.088 -0.34 0.26 -0.27 0.481
H -0.960 -2.784 0.097 -0.42 0.43 3.40 0.501
O 1.683 -3.054 -2.874 -0.52 4.06 3.02 -0.973
H 1.439 1.426 1.595 -1.15 0.34 1.02 0.489
N 2.431 1.532 1.384 2.90 -0.61 0.85 -0.722
H -2.447 3.086 1.149 -0.04 0.05 -0.48 0.380
C 2.674 2.899 0.815 -3.43 1.56 -3.85 -0.286
C 1.351 3.647 1.000 -1.55 4.91 1.94 -0.441
O -1.332 -4.344 -3.164 0.42 -1.19 -1.72 -0.958
H -0.869 3.945 0.895 1.56 -0.56 0.50 0.191
H -0.012 -1.084 1.115 0.04 0.07 -0.46 0.477
H 2.540 0.795 0.695 0.51 -0.22 -0.58 0.462
```
Positions in Å, forces in eV/Å.

Values from the calculation:
- HOMO-LUMO gap (eV) = 10.1201
- net charge = +1
- ΔE to the lowest compared entry with this formula, charge and spin (kcal per mole) = 137.3
- E_HOMO (eV) = -12.440



Record 2
The following is a quantum chemistry calculation of the molecule C9H11BrP2 in a non-equilibrium geometry, from the OMol25 dataset.

XYZ file:
```
23
Properties=species:S:1:pos:R:3:forces:R:3:nbo_charge:R:1
H -2.185 1.797 -0.620 0.76 0.43 1.35 0.242
H -3.055 -0.342 1.461 -0.03 0.20 -1.25 0.215
C -0.332 -0.735 -0.415 2.96 4.53 -2.23 0.085
C -1.159 -2.788 0.186 0.17 -1.98 -0.58 -0.210
Br 3.276 -1.300 0.055 -0.15 -0.03 -0.19 -0.232
C -2.185 -2.133 0.826 -1.76 -0.58 1.20 -0.217
C -1.265 1.465 -0.060 0.34 1.51 -0.03 -0.433
C -2.374 -0.758 0.688 0.27 0.38 2.29 -0.195
C -0.049 1.811 -0.948 0.84 0.02 -2.92 -0.439
C -1.381 0.006 0.079 0.22 -1.57 0.10 -0.111
P 1.974 0.421 0.667 -1.64 0.15 -0.70 0.523
H 2.994 2.834 1.153 -0.22 0.26 0.30 -0.013
H -1.212 -3.912 0.176 0.50 1.28 0.05 0.220
H -0.985 1.935 0.943 -1.34 -0.32 -1.08 0.229
H 0.643 -2.508 -1.160 -1.11 0.49 1.41 0.246
P 3.442 1.891 0.219 1.71 0.09 0.29 -0.022
H -2.925 -2.688 1.532 1.43 0.83 -1.61 0.219
H 1.635 0.473 -1.768 -0.02 0.12 -0.69 0.226
H 4.150 1.138 1.216 0.49 0.78 -0.21 0.010
H -0.311 1.947 -2.091 0.12 -0.41 2.18 0.220
C 1.032 0.738 -0.924 -3.28 -4.03 2.70 -0.492
C -0.162 -2.057 -0.493 0.15 -2.42 -0.76 -0.285
H 0.435 2.764 -0.721 -0.41 0.26 0.40 0.214
```
Positions in Å, forces in eV/Å.

Values from the calculation:
- HOMO-LUMO gap (eV) = 9.0019
- ΔE to the lowest compared entry with this formula, charge and spin (kcal per mole) = 0.0
- E_HOMO (eV) = -8.677



Record 3
The following is a quantum chemistry calculation of the ion C5H15N2 with charge +1 in a non-equilibrium geometry, from the OMol25 dataset.

XYZ file:
```
22
Properties=species:S:1:pos:R:3:forces:R:3:nbo_charge:R:1
C -2.984 1.089 1.643 -0.40 -1.47 -0.49 -0.433
C 1.364 -0.618 -0.472 -4.52 -0.93 1.19 -0.012
H -1.553 -0.560 -0.248 -0.13 1.20 0.27 0.172
H -0.302 -1.409 -1.814 2.04 -0.06 0.69 0.459
H -3.390 1.968 2.163 0.22 -0.01 -0.64 0.225
H 0.998 -2.540 -1.515 -0.41 2.19 -0.54 0.457
H -0.708 -0.480 1.205 0.22 -1.05 2.07 0.173
N -1.736 1.419 0.853 1.99 -0.70 2.71 -0.601
H 3.374 -1.230 -0.683 -0.30 0.81 0.70 0.238
N 0.766 -1.490 -1.662 -0.26 -0.72 -0.92 -0.737
H 1.194 -1.145 -2.568 -0.47 -0.73 1.14 0.446
H -1.026 1.903 1.607 -2.18 -1.47 -2.46 0.352
H 1.216 -1.308 0.395 0.32 0.38 -0.61 0.215
H 3.084 0.229 -1.553 -0.71 0.23 0.69 0.241
H 0.343 1.162 -1.114 -0.59 0.14 -0.28 0.222
H 2.935 0.349 0.317 0.51 -1.17 -1.70 0.274
H -3.750 0.687 0.872 1.10 0.69 1.47 0.204
C -0.991 0.146 0.424 0.08 2.09 -1.67 -0.217
C 0.376 0.572 -0.203 0.50 -0.69 -0.48 -0.426
H 0.906 1.235 0.481 -0.09 -0.10 0.28 0.235
C 2.753 -0.297 -0.628 2.96 0.50 0.10 -0.664
H -2.868 0.317 2.500 0.13 0.88 -1.52 0.179
```
Positions in Å, forces in eV/Å.

Values from the calculation:
- HOMO-LUMO gap (eV) = 8.7880
- net charge = +1
- ΔE to the lowest compared entry with this formula, charge and spin (kcal per mole) = 51.9
- SMILES string = CNCC[C@H](C)[NH3+]
- E_HOMO (eV) = -12.541



Record 4
The following is a quantum chemistry calculation of a cluster of 10 separate species, C24H69NO16 in total in a non-equilibrium geometry, from the OMol25 dataset.

XYZ file:
```
110
Properties=species:S:1:pos:R:3:forces:R:3:mulliken_charge:R:1
O 2.861 2.091 -5.428 0.68 1.24 0.66 -0.509
H -1.439 0.406 -1.194 -0.09 -0.12 0.61 -0.937
C -2.055 2.796 -0.230 1.21 2.32 0.33 -0.065
H 0.846 0.557 -0.933 0.41 0.62 0.69 -0.751
C -1.891 -1.463 -2.090 -0.58 0.82 0.75 -0.627
H -0.503 0.013 -2.573 1.16 -0.31 -0.18 -1.148
H 0.835 1.653 -5.537 0.01 0.08 -0.31 0.174
C 1.772 2.007 0.505 5.31 0.33 -5.38 -2.334
H 1.077 0.993 -3.467 1.11 1.13 0.63 -0.093
H -1.260 -1.906 -1.394 1.32 -1.21 1.48 -0.028
C 5.594 0.428 0.007 2.08 1.98 -0.25 -0.679
C 4.482 -0.510 0.105 -1.83 -0.72 -1.97 0.395
H 1.628 -0.555 2.102 -0.44 -0.42 -0.02 -0.162
H -1.946 -0.909 5.666 0.16 0.41 0.12 0.398
H -2.786 0.138 -3.524 -0.46 -0.16 -0.72 0.430
H -3.431 1.071 5.299 0.34 -0.54 0.21 0.335
H 2.531 -5.721 0.347 -0.74 0.91 -0.06 0.395
H 1.991 0.496 -6.254 -0.49 -0.19 -0.10 0.247
H 4.004 1.902 -3.721 0.44 0.61 0.16 0.342
C -1.696 3.553 3.170 2.65 -1.27 -2.23 0.277
C 1.851 -4.902 -0.027 3.46 0.54 -0.74 -0.689
H -0.177 -2.843 -2.872 0.06 -0.50 -0.47 0.323
O 0.923 2.278 1.380 -5.96 2.25 7.05 -0.253
O -0.938 0.348 4.313 -0.47 -0.68 1.13 -0.626
H 2.154 1.780 2.952 -0.21 0.04 0.18 0.335
O -2.986 -3.500 1.035 1.32 -1.32 0.28 -0.585
H 4.155 -0.336 1.088 -0.75 -0.69 1.60 0.204
C 1.761 1.563 -6.122 0.29 -2.01 2.09 -0.540
H -0.896 0.232 3.367 0.41 0.33 -1.16 0.156
H 3.184 -3.222 -2.019 -0.26 -0.43 0.40 0.211
H -0.856 -1.873 1.216 -1.69 -0.27 -0.07 -0.004
H -2.112 -1.331 4.007 0.18 -0.22 -0.33 0.153
H 1.066 -1.268 -3.111 1.26 0.84 0.36 0.133
H 0.380 -4.832 1.565 0.34 0.43 -0.49 0.305
H -1.228 2.161 0.120 -0.24 0.35 0.20 0.159
H -3.632 3.456 3.744 -0.77 -0.33 0.43 0.135
H 1.637 1.959 -7.081 0.11 1.14 -1.27 0.299
O -3.319 0.955 3.320 0.44 -0.08 -1.23 -0.230
H -4.171 -0.411 4.693 0.52 0.31 -0.32 0.408
H 5.251 -1.913 -0.999 -0.11 0.09 0.20 0.429
H -3.487 1.189 -0.650 0.65 1.07 0.83 0.062
H 1.524 2.745 -3.391 -0.62 0.68 -0.03 0.439
H -3.426 4.143 2.142 0.10 0.57 0.62 0.185
H -4.229 2.707 -0.325 0.49 0.37 0.33 0.406
H 2.290 3.439 2.527 0.01 0.49 -0.55 0.409
O -1.395 3.044 4.429 0.47 -0.08 1.05 -0.751
C -3.867 -1.347 0.996 0.69 2.09 1.40 -0.086
H 3.521 -1.567 -2.318 0.23 0.71 -0.16 -0.006
H -4.641 -0.682 0.678 -0.96 0.16 -0.22 0.543
H 1.892 -4.990 -1.127 -0.32 0.04 0.40 0.125
H -2.085 3.787 0.335 0.46 -1.33 -0.41 0.264
H 0.878 2.929 3.454 -0.52 -0.24 -0.52 0.297
H -3.300 -4.405 0.903 0.43 0.02 0.24 0.314
C 1.479 -2.032 -2.436 -3.56 1.34 1.29 1.283
H -2.443 5.281 4.551 -0.10 0.16 0.03 0.366
C -1.484 -0.061 -2.167 0.60 0.77 0.26 1.912
H 0.559 2.217 -1.258 -1.36 0.99 0.34 0.874
O -0.376 -4.211 -0.301 -0.42 0.38 0.37 -0.304
C 3.079 1.531 -4.109 -1.34 0.13 -1.88 -0.623
H 0.241 -6.056 0.371 -0.45 -0.30 -0.10 0.402
H -0.979 4.397 2.882 -0.56 -1.22 0.34 0.416
H 4.292 1.921 -0.361 0.72 -0.66 0.17 0.323
H -1.960 2.412 -2.108 -0.23 -0.34 -0.63 0.298
H -2.877 -1.580 -1.719 -1.26 0.24 0.57 1.237
O 0.744 -3.137 -2.898 -0.88 -1.23 0.67 -0.899
H 1.229 -1.774 -1.421 -0.35 0.03 0.75 -0.359
H -4.188 1.029 2.934 -0.40 -0.06 0.13 0.207
H 3.593 -0.292 -0.555 0.95 0.72 0.42 0.014
C 1.557 2.653 2.650 0.33 -1.11 -0.32 -1.108
H 0.218 0.732 1.362 -0.73 0.53 0.38 -0.851
O -2.948 5.387 3.735 -0.49 1.46 0.63 -0.599
O -2.275 0.724 -2.980 -1.09 0.98 -0.51 -0.624
H 2.767 2.543 -1.655 0.27 -0.72 -0.05 0.571
H 0.067 -1.023 0.014 0.54 -0.62 0.42 -1.497
H 1.502 -2.207 1.499 -0.31 0.57 0.67 0.036
H 6.370 0.257 0.828 -1.11 0.17 -0.96 0.259
O -1.842 3.187 -1.565 0.34 0.50 -0.24 -0.670
C -3.018 4.129 3.178 -1.42 -0.37 -1.69 -0.260
H 6.169 0.475 -0.937 -0.32 -0.61 0.07 0.333
H -2.320 -2.910 -3.210 0.80 1.04 -0.72 0.382
C -4.056 -2.714 0.619 -1.11 -1.24 1.07 -0.840
H -1.196 -4.110 0.208 0.16 0.19 -0.19 0.182
H 0.702 -1.765 2.981 -0.82 0.05 0.54 0.365
O 2.861 -2.635 -3.989 1.50 -0.21 0.18 -0.722
O -0.596 0.204 1.429 -1.61 0.36 0.20 1.273
H -1.631 2.101 4.372 0.53 0.26 0.37 0.219
C 0.894 -1.390 1.997 5.21 -1.74 -0.48 -0.869
H 2.322 2.942 0.325 0.88 0.12 -0.51 0.759
C 1.893 1.756 -3.202 -0.42 -1.63 0.09 -0.236
C 1.300 1.578 -0.846 -1.77 -1.72 -0.97 0.195
C -2.053 -0.471 4.671 1.18 -0.87 -0.07 -0.183
H -4.925 -3.161 1.071 -0.88 0.15 0.16 0.545
C 2.844 -2.358 -2.568 2.39 -0.35 -2.53 -0.233
N 2.356 1.603 -1.806 1.70 1.39 -0.62 0.093
H 2.471 1.308 0.861 1.57 -1.33 0.37 1.145
H -3.408 1.828 1.061 -0.05 0.36 -1.27 -0.595
O -1.809 -2.065 -3.324 -0.82 -2.24 -1.43 -0.647
H -3.001 -0.923 0.507 0.62 0.06 0.26 -0.296
H -1.577 2.683 2.438 -0.20 1.35 0.51 -0.321
H 3.178 0.490 -4.268 0.40 -1.49 0.10 0.350
O 4.776 -1.849 -0.160 0.77 -1.05 0.54 -0.590
H -3.786 -1.257 2.090 0.25 0.14 -0.39 -0.118
C -0.164 -1.082 1.090 -0.82 0.84 -1.12 1.818
H 2.298 -3.915 0.220 0.02 -0.57 -0.14 -0.002
O 5.065 1.740 0.211 -0.20 0.56 0.32 -0.604
C -3.300 0.274 4.538 -2.62 1.04 1.50 -0.801
C 0.510 -5.004 0.474 -2.21 -1.42 1.03 -0.243
C -3.330 2.143 -0.029 -2.84 -2.95 0.67 0.254
H 2.008 -3.092 -4.013 0.14 -0.37 -1.08 0.335
H -4.158 -2.787 -0.400 -0.41 -0.28 -2.77 0.464
```
Positions in Å, forces in eV/Å.

Values from the calculation:
- HOMO-LUMO gap (eV) = 9.3259
- ΔE to the lowest compared entry with this formula, charge and spin (kcal per mole) = 0.6
- SMILES string = COCCNCCOC.OCCO.OCCO.OCCO.OCCO.OCCO.CCO.CCO.CCO.CCO
- E_HOMO (eV) = -9.449



Record 5
The following is a quantum chemistry calculation of a structure of composition C6F18MgN2O14S6 in a non-equilibrium geometry, from the OMol25 dataset.

XYZ file:
```
47
Properties=species:S:1:pos:R:3:forces:R:3:nbo_charge:R:1
F 10.769 -5.117 -19.036 -1.63 -0.74 0.59 -0.325
F 8.790 -6.090 -19.457 1.06 0.37 1.31 -0.317
O 3.313 -2.316 -22.021 1.85 0.30 0.00 -0.920
S 5.436 -3.079 -23.888 1.79 -1.30 -0.91 2.107
S 5.635 -6.740 -20.043 -0.97 -0.81 -2.21 2.253
F 9.410 -5.573 -17.380 0.00 -1.05 0.87 -0.282
C 9.461 -5.251 -18.621 0.22 2.92 -2.76 0.783
O 6.672 -3.424 -24.544 -0.55 -0.31 0.76 -0.903
O 4.298 -7.111 -20.533 2.03 0.44 1.17 -0.895
F 3.907 -5.000 -22.649 0.36 -0.59 -0.20 -0.273
S 8.628 -3.472 -18.806 -0.07 -0.45 4.27 2.142
F 3.412 -4.765 -24.744 0.27 0.18 0.40 -0.307
F 6.021 -1.659 -19.414 1.14 0.11 0.07 -0.307
O 6.702 -7.758 -20.301 -1.27 1.20 0.76 -0.810
S 9.339 -2.397 -21.160 0.64 -2.36 -2.95 2.071
O 8.450 -7.052 -24.513 0.73 0.26 0.64 -0.768
O 7.439 -3.535 -17.957 1.27 -0.34 -1.40 -0.916
F 8.452 -0.501 -19.339 -0.29 -0.09 -1.40 -0.295
S 4.679 -1.823 -21.817 -2.60 1.71 3.43 2.172
F 9.997 0.153 -20.668 -0.16 -0.56 -0.36 -0.308
C 4.821 -1.881 -19.861 -0.95 -0.40 -1.55 0.768
O 4.702 -2.020 -24.489 -0.69 -0.03 0.39 -0.869
N 8.205 -3.494 -20.358 4.96 4.10 1.49 -1.335
F 4.955 -7.651 -17.561 0.10 1.28 -0.34 -0.293
F 4.429 -3.112 -19.456 -0.03 1.09 -0.09 -0.316
N 5.830 -2.862 -22.205 -3.79 2.42 -4.16 -1.365
O 9.623 -2.467 -18.367 -1.42 -2.25 -1.57 -0.899
F 6.612 -6.173 -17.650 -1.50 -0.74 0.08 -0.315
O 8.932 -2.505 -22.593 0.03 0.46 3.09 -0.921
F 10.735 -6.356 -21.472 -0.74 -1.00 -0.78 -0.297
O 8.246 -7.786 -22.296 -0.13 -0.90 1.22 -0.630
C 10.432 -6.241 -22.772 1.64 2.47 0.20 0.759
F 11.286 -6.954 -23.522 -1.26 -0.33 0.59 -0.299
F 10.756 -4.934 -23.038 -1.32 -1.21 -0.34 -0.311
F 5.332 -5.624 -24.264 -0.81 -0.59 0.80 -0.306
F 4.559 -5.459 -18.019 0.62 -1.80 0.50 -0.301
S 8.565 -6.643 -23.130 -1.22 2.52 -1.43 2.263
F 8.019 -0.157 -21.463 -0.64 0.13 -0.15 -0.274
C 8.889 -0.601 -20.608 1.04 0.21 1.43 0.803
Mg 6.981 -4.065 -21.562 0.76 -3.32 -0.95 1.769
O 6.071 -5.413 -20.586 -0.79 -1.77 1.67 -1.087
O 10.734 -2.721 -20.903 -2.03 0.95 0.17 -0.859
O 4.974 -0.466 -22.202 0.14 -0.79 0.36 -0.899
O 7.713 -5.455 -22.837 2.35 -1.96 0.00 -0.960
F 4.044 -0.909 -19.372 -0.31 -0.66 -0.13 -0.314
C 5.391 -6.530 -18.139 1.38 1.47 -1.45 0.779
C 4.394 -4.772 -23.840 0.81 1.77 -1.13 0.804
```
Positions in Å, forces in eV/Å.

Values from the calculation:
- HOMO-LUMO gap (alpha / beta) (eV) = 10.8741 / 4.6900
- <S²> = 0.76
- multiplicity = 2
- net charge = -1
- E_HOMO (alpha / beta) (eV) = -8.362 / -8.161



| no. | total energy (Eh) |
| --- | --- |
| 1 | -1087.91135 |
| 2 | -3606.16746 |
| 3 | -308.70994 |
| 4 | -2214.07778 |
| 5 | -5778.33171 |